Computed, not measured: C7H9O4PSc as an isolated structure, with ωB97M-V/def2-TZVPD.

```
22
Properties=species:S:1:pos:R:3:mulliken_charge:R:1
O 1.18379 3.29221 -1.93455 0.045
C 0.68808 2.24662 -1.87993 0.377
Sc -0.25263 0.19633 -1.73301 -0.155
O 2.86739 -0.99960 -1.79992 -0.017
C 1.77966 -0.58338 -1.80528 0.645
C -1.14227 0.48857 -3.76006 0.481
O -1.58481 0.60808 -4.82982 0.074
C -0.90527 -1.96958 -1.90853 0.331
O -1.21914 -3.08277 -1.94317 0.044
C 1.29522 -0.12689 2.35193 -1.067
P 0.26758 -0.06586 0.84363 0.895
C -0.91324 -1.41026 1.28587 -1.212
C -0.66338 1.49222 1.17718 -1.268
H 1.88484 -1.04544 2.40530 0.409
H 0.65755 -0.09660 3.24825 0.450
H 1.97966 0.73616 2.41411 0.404
H -1.14580 -1.34365 2.37064 0.419
H -1.84515 -1.31586 0.69277 0.438
H -0.42494 -2.38853 1.07590 0.411
H -1.01669 1.45137 2.21521 0.403
H 0.01812 2.34480 1.04086 0.399
H -1.50856 1.57204 0.47264 0.496
```

Summary:
- lowest unoccupied orbital energy (eV) = -15.48
- HOMO-LUMO gap (eV) = 6.692
- energy relative to the best compared isomer or geometry (same formula, charge and spin) (eV) = 0.000
- net charge = +3
- energy (eV) = -45550.001
- highest occupied orbital energy (eV) = -22.17